[1]
80
Properties=species:S:1:pos:R:3:forces:R:3:mulliken_charge:R:1 method="wB97M-V/def2-TZVPD" charge=+1 gap_ev=4.6 total_energy_ev=-100411.4560 lumo_ha=-0.2008 spin_multiplicity=1
F -0.482006 -2.709972 5.487842 0.29 0.05 -0.20 -0.276
C 1.350075 -0.427303 -2.838401 -1.23 2.20 -1.39 0.797
H -1.002417 5.499539 -2.788468 0.09 -1.37 -0.69 0.394
C 0.527122 -0.716700 2.453296 0.46 -0.03 -0.64 -0.548
H 5.631056 -1.503509 -9.161856 0.01 0.53 1.28 0.346
N -1.366945 0.062269 -2.898797 -1.04 1.36 -1.11 0.386
C 0.269825 -1.116864 -2.088616 1.26 -1.40 0.96 -0.114
F -5.278666 2.325583 5.019554 0.07 -0.27 0.03 -0.234
F -0.637744 1.217017 5.124510 0.06 0.01 -0.33 -0.204
F 1.775712 -1.987972 -0.315655 -1.26 -0.67 -1.74 -0.238
P 1.937642 1.795942 -4.843278 -0.52 1.34 -2.38 0.147
C -7.147922 2.000130 7.805250 -0.64 0.56 0.23 0.069
H 5.311349 -1.061334 -3.235905 -0.19 -1.18 -0.48 0.428
F 1.460121 -2.544585 3.568515 -0.41 -0.14 -0.17 -0.324
H -0.153266 2.855707 4.124479 0.01 -0.03 -0.23 0.244
C 5.620454 -0.035754 -7.282249 -0.07 -3.47 1.75 -0.793
C 5.422428 -2.807254 -4.716841 1.72 0.96 1.36 -0.768
H 3.035858 2.746271 -3.035441 0.24 -0.18 -0.41 0.254
C -0.696872 -2.054029 4.322320 -0.44 -0.66 0.54 0.019
F -4.785704 2.241963 7.685952 -0.27 0.04 -0.05 -0.256
C 0.618521 -1.491741 3.783344 0.54 0.72 0.11 0.831
H 3.444637 0.002178 -3.453609 -1.07 -0.71 0.76 0.158
H -6.402722 -0.621737 7.611522 -0.07 0.28 -0.13 0.317
F 0.925891 -3.462132 -1.879964 0.25 2.17 1.38 -0.233
F -0.330127 -2.650389 -0.260179 1.77 0.82 -1.49 -0.288
F -2.119692 2.546968 4.257223 -0.01 -0.08 -0.40 -0.214
F -1.598318 -1.086834 4.588200 0.15 -0.04 -0.06 -0.149
H 1.463914 -0.911689 1.926976 0.03 0.08 0.31 0.400
H 6.492021 -3.160082 -4.532456 -1.31 0.31 -0.16 0.278
C -0.785947 1.292501 2.747938 0.72 -0.89 -1.01 0.788
C -1.250045 2.031618 -4.490164 -0.55 0.66 1.71 -1.040
N 3.314096 2.422546 -3.969626 -0.73 -1.00 -0.06 -0.519
N -1.066701 -0.940785 -2.093496 3.57 0.80 -0.96 -0.901
O 2.541993 0.757977 -6.057962 -0.88 0.79 1.73 -0.443
H -0.837601 2.061054 -5.533086 -0.47 -0.12 1.09 0.366
C -1.046030 3.413192 -3.790832 -0.18 -1.48 -0.74 -0.321
N 5.514144 -1.843514 -5.848990 -0.66 -1.72 -0.33 0.263
C -0.578056 0.864422 -3.655540 2.16 1.05 -1.16 0.462
C -5.770080 1.423108 8.126044 0.86 -0.09 -0.32 0.887
F 1.227208 -0.711421 4.705247 -0.26 -0.10 -0.02 -0.288
H -7.943539 1.391556 8.244703 0.12 -0.11 0.04 0.287
F -6.818059 -0.074733 5.456452 0.09 0.07 -0.55 -0.298
F -5.646536 1.384493 9.484485 -0.43 -0.11 -0.09 -0.331
H 3.288654 -0.488963 -1.723271 -0.68 -0.25 -1.06 0.349
H 5.439521 -2.716286 -2.533804 -0.66 0.78 -0.98 0.473
C 0.889610 0.694716 -3.735511 -0.98 -3.60 3.72 -0.432
F -7.259645 3.254431 8.309307 0.24 -0.15 0.14 -0.275
H 5.657765 1.005677 -7.679140 0.01 -1.26 0.45 0.377
C -5.497279 -0.041164 5.194369 -0.02 -0.97 1.36 0.761
C -0.997901 4.502056 -3.273521 -0.09 0.35 0.28 0.120
H -4.849151 -0.472157 8.355511 0.07 0.24 -0.09 0.408
H 3.211258 -2.824702 -2.235543 -0.24 0.41 -1.42 0.147
H 5.589824 0.185023 -4.932499 -0.05 -0.89 -1.06 0.351
C 5.605397 -1.335703 -8.055332 -0.14 -0.69 2.02 -0.527
C 2.890784 -0.708849 -2.761965 -0.19 -0.18 -0.28 -0.374
C 0.716797 -2.311407 -1.128244 -1.81 -1.08 0.73 1.077
C -5.500817 -0.005749 7.612854 0.32 -0.69 0.38 -0.732
C -0.876469 2.037839 4.082778 0.11 0.41 0.79 0.133
C 5.573076 -0.444378 -5.853348 0.02 -0.35 -3.51 -0.049
F -0.961658 2.173766 1.733173 -0.04 0.22 0.31 -0.321
H 1.933280 0.941951 -6.808784 0.72 -0.20 0.45 0.322
H -0.246971 -1.115325 1.794066 -0.14 0.02 0.33 0.298
O -4.772820 -0.125539 6.389778 -0.78 0.80 -0.64 -0.310
C 3.345799 -2.180028 -3.151287 1.50 0.38 0.73 -0.220
H -2.382991 0.253587 -2.944647 0.72 -0.13 0.09 0.297
H -2.368084 1.838831 -4.468080 1.24 0.26 -0.42 0.358
H 3.686384 3.221540 -4.504187 -0.36 -0.50 0.34 0.293
F -5.222277 -1.174702 4.505874 0.15 0.34 -0.30 -0.299
H 4.845053 -3.740218 -4.986637 0.28 1.36 0.22 0.423
O 0.470181 0.709021 2.541543 -0.97 -0.04 0.72 -0.420
C 5.535555 -2.475107 -7.113393 0.20 5.11 -1.12 -0.364
H -4.039227 1.110853 4.064531 -0.03 -0.22 0.10 -0.455
F -7.366646 2.100919 6.478296 0.09 -0.01 0.14 -0.208
H 5.521595 -3.579625 -7.262886 -0.01 1.35 0.30 0.362
H -1.142715 -2.762273 3.617498 0.11 0.05 -0.12 0.285
F -5.841786 1.243381 3.221468 -0.07 -0.36 0.09 -0.290
H 2.878822 -2.598508 -4.083359 0.12 0.53 1.08 0.445
C 4.950537 -2.120512 -3.371875 -0.50 -1.08 0.46 -1.025
F -1.751087 0.362088 2.603983 -0.26 0.48 0.11 -0.262
C -5.091440 1.169817 4.349842 0.33 0.61 -0.34 0.945



[2]
42
Properties=species:S:1:pos:R:3:forces:R:3:mulliken_charge:R:1 method="wB97M-V/def2-TZVPD" gap_ev=6.9 total_energy_ev=-105441.6489 lumo_ha=-0.0478 spin_multiplicity=1
H -2.461442 -2.307275 1.706538 0.15 0.07 -0.14 0.274
H -0.450103 -5.754335 0.063848 -0.09 -0.15 0.13 0.158
H -1.000862 -3.975318 2.652616 0.09 0.02 0.05 0.349
P 3.982629 4.594960 -1.333434 0.25 0.94 -0.15 0.237
O -1.768067 -1.853782 1.209070 -0.22 0.14 -0.14 -0.473
C 2.129580 4.290929 -0.945366 -2.76 -1.48 0.67 0.138
C -0.555890 -1.983539 1.944988 -0.13 -0.29 0.17 -0.234
O 4.441586 3.643934 -2.689044 -1.53 -0.11 1.18 -0.537
H -3.034640 -6.501193 -1.407917 0.10 -0.02 -0.07 0.359
C 1.412655 3.008689 -1.508896 -2.49 2.58 2.32 -0.366
H -2.172988 -0.175725 -0.351087 0.55 1.88 -0.53 0.331
H 5.745131 4.576333 0.524859 -1.41 -1.14 -0.70 0.286
C -2.331047 3.472288 0.158699 -0.87 0.88 -0.13 0.167
H -2.689855 -4.932884 -0.693196 0.13 -0.02 -0.03 0.227
H -0.783049 -7.340468 -0.654309 0.13 0.11 -0.12 0.282
C -0.111620 5.088393 0.293673 1.65 -2.05 -1.92 -0.438
H 4.113290 3.698592 0.972111 1.53 0.25 -1.07 0.272
O -3.214771 4.352254 0.280852 3.10 -3.00 -0.14 -0.518
Br 2.417536 6.920014 0.516030 -1.32 -1.46 -0.31 -0.149
H 5.374541 2.828769 -0.104858 -0.62 1.47 0.42 0.294
O -0.817679 0.997326 -2.756477 -0.17 1.44 3.88 -0.511
C -1.954308 0.943354 -0.497171 -1.05 2.44 1.34 -0.195
H 3.678725 3.574193 -3.304053 0.71 0.12 0.41 0.317
O -1.906185 -6.845710 0.994726 0.06 -0.01 0.24 -0.510
C 1.370461 5.348819 -0.061679 -1.48 -3.85 -1.81 -0.133
H -1.729757 -5.497782 -2.078415 -0.09 -0.01 0.01 0.311
H 1.957296 2.264231 -2.172156 -0.74 1.14 1.07 0.370
H 0.230997 -1.464467 1.393700 -0.21 0.05 -0.06 0.272
H -3.356161 1.564510 1.143447 0.98 0.64 -1.43 0.348
C -2.226505 -5.808148 -1.156107 0.01 0.15 -0.11 -0.943
C -0.064179 2.770937 -1.141971 1.11 2.43 1.28 0.352
C -0.801332 3.812635 -0.223279 2.34 0.04 -0.78 0.356
H 0.727323 -3.560725 2.678792 -0.06 -0.05 -0.01 0.372
C -0.923814 1.488886 -1.612422 0.04 -0.31 -1.09 0.131
H -2.600013 -7.472713 0.752496 0.15 0.14 0.08 0.306
C -0.204633 -3.447175 2.120094 0.10 -0.07 0.02 -0.891
C 4.927467 3.849766 0.165750 -0.67 -0.76 0.18 -0.817
C -2.630645 1.895739 0.327411 1.97 -1.00 -1.72 -0.338
C -1.242623 -6.455819 -0.202073 -0.41 -0.19 -0.15 -0.199
H -0.702941 5.817533 0.930772 0.92 -1.07 -0.96 0.380
H -0.094711 -3.933640 1.148143 0.06 0.13 0.07 0.075
H -0.679398 -1.492385 2.915296 0.19 0.02 0.02 0.288



[3]
75
Properties=species:S:1:pos:R:3:forces:R:3:mulliken_charge:R:1 method="wB97M-V/def2-TZVPD" s2=6.09 charge=-1 gap_ev="5.7 / 6.3" total_energy_ev=-95541.3980 lumo_ha="0.0832 / 0.0831" spin_multiplicity=5
C -4.521971 1.124548 0.706788 -0.07 -0.12 0.09 -1.186
C 2.907928 -0.215978 2.401355 0.16 -0.07 -0.13 0.003
H -2.023493 0.718020 -5.966115 0.00 0.00 -0.01 0.393
H -5.651253 -2.029509 -0.081208 0.00 0.00 0.00 0.331
C -2.294967 1.229053 1.645242 -0.04 0.02 0.00 -0.865
F 2.865580 -2.661804 0.844743 0.10 0.17 0.24 -0.176
H 1.311532 -2.299048 -4.974012 0.00 -0.01 0.00 0.422
N -3.737406 -1.290064 -0.550748 0.06 -0.06 -0.04 0.136
S -1.273366 -0.347585 -0.679776 -0.07 -0.35 -0.45 -0.470
C 5.760054 0.843027 0.113315 -0.03 -0.03 0.01 -0.889
H 6.747616 1.279410 0.162292 0.00 0.01 0.00 0.374
H -0.805350 3.570915 -2.532717 0.02 0.02 -0.02 0.429
H 2.619428 -1.232037 -4.416889 0.00 0.00 -0.02 0.302
H -5.175541 0.556578 0.051986 -0.01 0.02 0.00 0.425
H 0.954187 -3.096672 2.266412 -0.01 0.00 0.00 0.243
H -1.964938 -2.388788 3.952551 -0.02 0.00 -0.01 0.364
C -1.534520 -0.469099 4.813002 0.00 -0.01 -0.03 -0.966
O 3.372877 -0.160907 3.544054 -0.03 0.02 0.06 -0.801
C 2.934075 0.470417 -2.399811 0.09 0.11 0.18 0.249
C 0.611588 -0.386756 3.008748 0.17 -0.18 -0.04 -1.593
H -0.091571 -2.366954 1.065116 -0.01 0.01 0.00 0.123
H -0.396193 -1.150308 -5.899473 -0.01 0.00 0.00 0.332
O 2.119353 2.804219 0.388127 -0.13 0.19 0.15 -0.252
N 1.625202 -0.375143 2.031986 -0.01 0.05 -0.09 1.284
N -3.270743 0.410851 0.940015 0.15 0.09 -0.17 0.361
C -0.678562 0.618020 4.781008 0.04 -0.02 0.00 -1.052
H -4.313591 2.092907 0.237414 -0.01 0.00 0.00 0.326
N 3.330333 -0.429872 -0.050938 -0.45 -0.41 0.15 0.296
H -1.827994 2.545974 -4.299336 0.00 0.01 -0.01 0.341
H -1.430107 0.635572 1.922855 -0.03 -0.01 0.01 -0.099
H -2.934984 -1.463204 -2.480090 0.00 0.01 0.01 0.330
B 2.521497 -1.663285 0.019479 0.32 -0.46 -0.53 1.184
C 1.606919 -1.579776 -4.208782 -0.01 0.00 0.04 -1.324
H -4.340349 -2.493493 -2.118812 0.01 -0.02 0.00 0.319
C -1.144223 1.704134 -4.270952 -0.01 -0.02 0.04 -0.907
C 3.842382 -0.072067 1.224472 -0.13 0.06 -0.02 -0.094
F 1.742157 -2.100540 -1.019585 0.31 -0.01 0.04 -0.392
H -0.832629 1.445915 5.464902 -0.02 0.01 -0.01 0.340
O 3.484550 0.690882 -3.485179 -0.01 0.00 -0.06 -0.784
H 1.631830 -2.085877 -3.244862 0.00 0.00 0.00 0.127
C -1.251481 0.689619 -5.206643 0.04 -0.04 0.02 -0.931
H -4.720079 -1.416838 1.300062 0.02 -0.02 0.01 0.401
H 0.812742 2.682907 4.526061 0.01 0.01 -0.01 0.437
H 5.435975 1.289193 -2.000093 0.00 0.00 0.00 0.487
H 1.414651 2.310032 2.907751 0.00 -0.03 0.02 0.165
C 0.651226 -0.421508 -4.190249 -0.04 -0.07 -0.06 1.275
C -0.047282 2.814872 -2.320368 -0.04 -0.03 0.03 -0.856
C -3.409894 -2.082938 -1.724058 -0.02 0.02 0.00 -0.956
H -4.295223 -2.971838 0.567966 -0.01 -0.01 0.00 0.352
H -0.788767 -3.428471 2.290709 0.00 -0.01 0.00 0.444
H -0.181662 2.477901 -1.293006 -0.07 -0.01 -0.01 -0.325
C -0.342346 -0.356336 -5.162330 -0.01 0.06 0.00 -0.954
Fe 1.109936 -0.042747 -0.090471 -0.47 1.27 0.37 1.121
C 0.392501 0.684135 3.891526 -0.04 0.07 0.13 1.809
H -2.725572 -2.900766 -1.477240 0.00 0.00 -0.01 0.352
C 5.074242 0.491641 1.295304 0.09 0.03 -0.02 -0.683
C 3.819745 0.246720 -1.194737 -0.07 -0.11 -0.04 0.010
C -0.033152 -2.660451 2.116105 0.04 -0.01 0.02 -1.528
C -1.315318 -1.520204 3.935273 0.00 0.05 -0.01 -0.826
H -2.358981 -0.499868 5.515157 0.00 0.00 0.00 0.387
C 1.266315 1.905808 3.908809 0.00 -0.02 -0.03 -1.514
H -5.033774 1.300980 1.654097 0.01 0.00 0.01 0.301
C -0.255186 -1.494071 3.037606 -0.11 -0.05 0.00 1.864
C -4.655909 -1.958409 0.362249 -0.04 0.07 -0.03 -1.207
H -2.765214 1.609191 2.551999 0.00 0.01 0.00 0.410
C 1.328415 1.992846 0.458826 0.30 -0.23 -0.25 -0.234
N 1.621785 0.501591 -2.120280 0.07 -0.28 -0.05 0.692
C 0.726208 0.590382 -3.216205 0.07 -0.02 0.14 -1.173
H -1.958059 2.067573 1.025059 0.01 0.00 0.00 0.329
H 5.465765 0.715898 2.278580 -0.01 0.03 0.00 0.513
H 2.253822 1.660617 4.298390 0.03 -0.01 0.01 0.306
C 5.057244 0.806802 -1.109163 0.04 0.01 0.05 -0.729
H 0.939332 3.278199 -2.381164 0.02 -0.02 0.02 0.279
C -2.811978 -0.412982 -0.058386 -0.12 0.17 0.37 0.098
C -0.165334 1.668840 -3.283693 -0.04 0.14 -0.06 1.699



[4]
11
Properties=species:S:1:pos:R:3:forces:R:3:mulliken_charge:R:1 method="wB97M-V/def2-TZVPD" e_above_lowest_kj_mol=584.9 gap_ev="7.7 / 7.3" total_energy_ev=-7760.4640 lumo_ha="-0.0037 / -0.0141" spin_multiplicity=1
N -0.755991 0.818911 3.250364 -0.99 1.14 -0.72 -0.537
C -0.007514 -0.047361 -0.587120 -0.17 -0.38 5.71 0.616
C 0.268935 -0.145671 1.217801 -0.67 0.82 -7.61 -0.786
C 0.708320 -1.086992 -1.450267 -1.17 -0.44 4.31 -1.015
O -0.686742 0.986351 -1.083670 0.48 -0.57 0.99 -0.416
H -0.988317 1.815347 3.178312 -0.02 0.14 0.93 0.279
H -0.722424 1.091562 -2.043080 0.42 -0.43 -0.18 0.342
C -0.432486 0.533826 2.093648 1.03 -1.54 0.17 0.517
H 1.491941 -0.585329 -1.913653 1.48 0.51 -1.36 0.357
H 0.010183 -1.632283 -2.070989 0.02 0.04 -0.37 0.376
H 1.114096 -1.748361 -0.591346 -0.41 0.71 -1.87 0.267



[5]
12
Properties=species:S:1:pos:R:3:forces:R:3:mulliken_charge:R:1 method="wB97M-V/def2-TZVPD" e_above_lowest_kj_mol=515.5 gap_ev=9.6 total_energy_ev=-6313.8578 lumo_ha=0.0301 spin_multiplicity=1
C -2.593781 0.538192 -0.741911 0.72 -0.91 -1.01 -0.730
H 4.071765 0.145172 0.197759 -0.07 -0.01 0.01 0.396
C -0.274022 -0.520718 -0.399996 0.03 -0.21 0.11 -0.402
H 0.296323 -1.273859 1.496539 0.20 0.18 -0.02 0.244
C 0.453865 -0.364499 0.900853 0.23 0.06 0.18 -0.495
C 3.038338 0.001992 0.408953 -0.31 -0.03 0.14 0.239
C 1.876022 -0.152591 0.672125 0.68 0.12 0.03 -0.553
H 0.014234 0.464948 1.466757 0.14 -0.09 -0.02 0.294
H 0.217905 -0.961944 -1.259367 -0.13 -0.55 0.27 0.380
C -1.507108 -0.123913 -0.474454 0.25 -0.68 0.80 0.118
H -2.013332 0.765544 -1.692729 -2.03 1.69 0.03 0.266
H -3.586897 0.116149 -0.561352 0.31 0.43 -0.51 0.242